Record 1
The following is a quantum chemistry calculation of a cluster of 2 separate species, C6H14N2O2 in total in a non-equilibrium geometry, from the OMol25 dataset.

Geometry as XYZ:
```
24
Properties=species:S:1:pos:R:3
C 0.14838 2.37199 0.54584
C -2.73512 0.70259 -1.27776
C -0.85593 2.04572 -0.52557
O -0.90041 2.64942 -1.56782
N -1.67059 0.95522 -0.29486
H -0.24420 2.26843 1.56481
H -1.77440 0.57175 0.62686
H -3.59450 0.25342 -0.77350
H 1.04180 1.74875 0.53107
H 0.50293 3.38772 0.41150
H -3.12717 1.64370 -1.64883
H -2.36360 0.11813 -2.10063
C -0.29296 -1.69960 1.80205
C 2.14436 -1.52326 -1.11965
C 1.71510 -1.72624 0.30579
O 2.40819 -2.28713 1.15222
N 0.49997 -1.25056 0.65921
H -0.07790 -1.00573 -0.14352
H -0.14308 -1.09635 2.67696
H 3.22175 -1.56082 -1.23436
H -1.31083 -1.59335 1.53346
H -0.14812 -2.75007 2.03432
H 1.65046 -2.28880 -1.71877
H 1.82808 -0.54002 -1.41887
```

Results
- Total charge: +1
- Energy relative to the best compared isomer or geometry (same formula, charge and spin): 1.348 eV
- Total energy: -496.68224 Ha
- LUMO energy (spin up / spin down): -0.1521 / -0.3378 Eh
- 2S+1: 2

Record 2
The following is a quantum chemistry calculation of the molecule C19H20N2O7S in a non-equilibrium geometry, from the OMol25 dataset.

Geometry as XYZ:
```
49
Properties=species:S:1:pos:R:3
C 2.20965 5.34298 1.22883
O 2.21633 4.11475 0.52128
C 3.24456 3.92904 -0.31995
O 4.12417 4.74327 -0.47151
C 3.17714 2.62833 -1.02337
C 4.19371 2.29923 -1.91799
C 4.16801 1.08572 -2.57189
C 3.13628 0.17191 -2.37459
C 3.16445 -1.15763 -3.05297
C 2.10049 0.53028 -1.50576
N 1.00838 -0.33686 -1.25625
C 0.13386 -0.75963 -2.20259
O 0.30097 -0.68854 -3.39597
C -1.09920 -1.47646 -1.62753
N -1.42569 -1.01560 -0.29972
C -2.01284 -1.86722 0.64507
C -2.70330 -3.01612 0.27531
C -3.26929 -3.86529 1.22487
C -3.13933 -3.51633 2.54491
C -2.45779 -2.35506 2.92079
C -1.88161 -1.51911 1.99947
O -2.48006 -2.23722 4.28087
C -3.17499 -3.37099 4.75903
O -3.60184 -4.15414 3.66456
S -1.69036 0.64454 -0.14556
C -3.44228 0.79399 0.28360
O -1.47678 1.22455 -1.43165
O -0.89646 1.12721 0.94537
C 2.13072 1.73675 -0.82098
H 2.13535 6.18216 0.53344
H 1.34259 5.31104 1.88362
H 3.12812 5.45238 1.81019
H 4.99637 3.00348 -2.07383
H 4.96996 0.82697 -3.24772
H 2.41176 -1.18636 -3.84003
H 2.92596 -1.94997 -2.34495
H 4.14195 -1.34673 -3.48856
H 0.63901 -0.26837 -0.31625
H -0.85813 -2.54210 -1.58029
H -1.91664 -1.32710 -2.34189
H -2.81308 -3.26736 -0.76664
H -3.79599 -4.75723 0.93184
H -1.34491 -0.63366 2.29202
H -4.04970 -3.04695 5.34416
H -2.50847 -3.96731 5.40257
H -3.61582 0.32186 1.24094
H -4.01467 0.32317 -0.50454
H -3.66016 1.85344 0.33039
H 1.32961 1.98230 -0.14016
```

Results
- SMILES: COC(=O)c1ccc(C)c(NC(=O)CN(c2ccc3c(c2)OCO3)S(C)(=O)=O)c1
- Energy relative to the best compared isomer or geometry (same formula, charge and spin): 0.684 eV
- Total energy: -1770.40896 Ha
- LUMO energy: 0.0129 Eh
- 2S+1: 1

Record 3
The following is a quantum chemistry calculation of a cluster of 5 separate species, CH11O4S in total in a non-equilibrium geometry, from the OMol25 dataset.

Geometry as XYZ:
```
17
Properties=species:S:1:pos:R:3
C 1.52424 -0.76752 3.21667
S 0.34034 -0.56907 1.96092
H 1.07303 -0.29820 4.16101
H 2.60419 -0.53106 3.20950
H 1.41873 -1.84403 3.11172
H -2.29842 0.22774 0.40562
H -2.07436 -0.62550 1.55884
O -2.79348 -0.28790 1.04413
H 2.47744 0.04243 -0.81253
H 1.39336 0.23079 0.41571
O 1.58089 0.34251 -0.58093
H -1.67846 1.31590 -4.80786
H -1.10224 0.81791 -3.52802
O -0.93200 0.69995 -4.51453
H -1.02384 0.89896 -1.32065
H 0.19467 0.10116 -1.57141
O -0.70408 0.24592 -1.94817
```

Results
- Total charge: -1
- Energy relative to the best compared isomer or geometry (same formula, charge and spin): 1.491 eV
- Total energy: -743.85888 Ha
- LUMO energy: 0.1292 Eh
- 2S+1: 1

Record 4
The following is a quantum chemistry calculation of a structure of composition C3H6N3 in a non-equilibrium geometry, from the OMol25 dataset.

Geometry as XYZ:
```
12
Properties=species:S:1:pos:R:3
C 0.86626 -1.24552 0.87466
C -0.18300 -1.62533 0.16726
C 0.07369 0.54127 -0.03045
N 1.00886 0.12378 0.74464
N -0.79281 -0.63167 -0.46040
N -0.03751 1.90659 -0.44334
H 1.52102 -1.88338 1.40711
H -0.56756 -2.69279 0.27197
H -1.72775 -1.08813 -1.20257
H -0.54327 1.87869 -1.28514
H 0.83531 2.25105 -0.42612
H -0.45323 2.46545 0.38238
```

Results
- Total charge: +1
- Energy relative to the best compared isomer or geometry (same formula, charge and spin): 2.431 eV
- Total energy: -281.82855 Ha
- LUMO energy: -0.1471 Eh
- 2S+1: 1